{"formula": "C4H11N2", "method": "wB97M-V/def2-TZVPD", "species": ["C", "N", "H", "H", "H", "H", "C", "C", "C", "N", "H", "H", "H", "H", "H", "H", "H"], "xyz": [[-0.634, 2.331, 0.733], [-1.238, 3.420, 1.005], [0.383, 2.378, 0.367], [-1.140, 1.384, 0.887], [-2.175, 3.403, 1.389], [-0.765, 4.310, 0.859], [0.488, 0.075, -1.207], [1.001, -1.320, -0.877], [0.327, -3.159, 0.349], [0.057, -1.964, 0.043], [1.193, 0.693, -1.763], [-0.456, 0.015, -1.753], [0.281, 0.506, -0.233], [1.974, -1.241, -0.389], [1.123, -1.921, -1.784], [1.201, -3.682, -0.049], [-0.330, -3.703, 1.017]], "lowdin_charge": [0.1616, 0.2179, 0.1227, 0.1316, 0.1625, 0.1669, -0.1146, -0.2993, -0.0507, -0.0481, 0.0819, 0.0846, -0.0057, 0.1142, 0.1176, 0.0861, 0.0709], "orbital_gap_ev": 6.917, "homo_energy_ev": -12.6, "e_tot_ev": -7297.8859, "total_charge": 1, "relative_energy_kcal_mol": 70.6}